The following is a DFT calculation (ωB97M-V/def2-TZVPD) of a single C5H11N molecule.

frontier orbital gap: 9.26 eV
SMILES: CCCN1CC1
spin multiplicity: 1
relative energy (zero: lowest compared OMol25 entry of this formula, charge and spin): 46.24 kcal per mole
strongest force on any atom: 0.47 eV Å⁻¹
total energy: -251.7888 Ha

Cartesian coordinates (Å):
1 C -0.220 -1.757 -1.984
2 C -0.317 -0.484 -1.164
3 C 0.357 -0.553 0.210
4 N 0.150 0.727 0.806
5 C -0.624 1.337 1.800
6 C 0.793 1.790 1.451
7 H 0.828 -2.018 -2.178
8 H -0.725 -1.635 -2.947
9 H -0.688 -2.598 -1.460
10 H 0.134 0.364 -1.698
11 H -1.366 -0.204 -0.990
12 H 1.435 -0.744 0.111
13 H -0.067 -1.370 0.819
14 H -1.487 1.926 1.478
15 H -0.779 0.817 2.757
16 H 0.982 2.651 0.803
17 H 1.546 1.659 2.234



The following is a DFT calculation (ωB97M-V/def2-TZVPD) of a single C5H11N molecule at a distorted geometry.

frontier orbital gap: 8.28 eV
SMILES: CC(C)=C(C)N
spin multiplicity: 1
relative energy (zero: lowest compared OMol25 entry of this formula, charge and spin): 42.23 kcal per mole
strongest force on any atom: 2.58 eV Å⁻¹
total energy: -251.7952 Ha

Cartesian coordinates (Å):
1 C 0.040 -1.664 -1.051
2 C 0.207 -0.559 -0.013
3 C 0.697 -0.942 1.363
4 C -0.307 0.703 -0.225
5 C 0.350 1.856 0.471
6 N -1.585 0.935 -0.834
7 H 0.717 -1.510 -1.923
8 H 0.072 -2.651 -0.540
9 H -0.836 -1.568 -1.713
10 H 0.050 -0.497 2.116
11 H 0.760 -1.957 1.723
12 H 1.718 -0.521 1.554
13 H 1.434 2.098 0.146
14 H 0.183 1.796 1.541
15 H -0.128 2.808 0.177
16 H -1.875 0.039 -1.218
17 H -1.496 1.634 -1.576



The following is a DFT calculation (ωB97M-V/def2-TZVPD) of a gas-phase ion, C5H11N (charge +1) at a distorted geometry.

frontier orbital gap (alpha / beta): 6.11 / 6.95 eV
spin multiplicity: 2
relative energy (zero: lowest compared OMol25 entry of this formula, charge and spin): 191.21 kcal per mole
strongest force on any atom: 5.20 eV Å⁻¹
total energy: -251.2823 Ha
charge: +1

Cartesian coordinates (Å):
1 C -0.302 -1.119 1.166
2 N 1.690 -0.695 -0.998
3 C 0.605 0.218 -0.591
4 C 0.004 0.338 0.834
5 C -1.165 1.217 0.846
6 C -0.649 0.032 -1.440
7 H -1.132 -1.280 0.388
8 H -0.758 -0.803 2.090
9 H 0.614 -1.747 0.970
10 H 0.898 1.284 -0.617
11 H 2.592 -0.623 -0.429
12 H -0.970 2.143 1.485
13 H 0.806 0.661 1.361
14 H -1.903 0.750 1.411
15 H -0.779 0.834 -2.281
16 H -0.864 -1.014 -1.682
17 H -1.288 0.553 -0.605



The following is a DFT calculation (ωB97M-V/def2-TZVPD) of a gas-phase ion, C5H11N2 (charge +1) at a distorted geometry.

frontier orbital gap: 10.89 eV
SMILES: C=C[C@@](C)([NH3+])N=C
spin multiplicity: 1
relative energy (zero: lowest compared OMol25 entry of this formula, charge and spin): 59.42 kcal per mole
strongest force on any atom: 5.11 eV Å⁻¹
total energy: -306.2888 Ha
charge: +1

Cartesian coordinates (Å):
1 C 2.000 -0.533 -0.806
2 C 0.783 -0.793 -0.404
3 C -0.104 0.225 0.053
4 C -0.041 0.408 1.543
5 N 0.020 1.502 -0.769
6 N -1.594 -0.155 -0.467
7 C -2.093 -1.194 0.010
8 H 2.794 -1.295 -1.048
9 H 2.492 0.446 -1.046
10 H 0.436 -1.750 -0.013
11 H -0.464 1.333 1.929
12 H -0.632 -0.448 1.967
13 H 0.974 0.284 1.927
14 H 0.995 1.668 -0.785
15 H -0.206 1.174 -1.789
16 H -0.675 2.199 -0.559
17 H -3.091 -1.258 -0.412
18 H -1.593 -1.814 0.669